20
Properties=species:S:1:pos:R:3:forces:R:3 method="wB97M-V/def2-TZVPD" homo_energy_ha="-0.2762 / -0.2707" e_lumo_ev="-0.10 / 0.20" total_energy_ha=-1392.11531
C 1.33183 1.16659 -1.28993 -1.0 0.1 -0.1
C -0.15430 -0.84336 1.77303 -0.7 -2.0 0.8
C -2.03248 0.85522 -0.11697 1.4 -0.4 -0.7
C 1.29291 0.60237 0.16005 0.7 -0.3 -0.2
C 0.20003 -0.39957 0.39712 -0.6 -0.1 -0.3
S -3.21036 -0.42070 -0.08420 0.3 1.1 3.1
S 3.08980 -0.23761 0.27230 -1.2 1.0 1.3
S 0.12968 -1.73006 -0.68311 0.7 -0.6 -1.4
H 2.27615 1.46390 -1.74532 0.2 0.6 1.0
H 0.54669 1.91209 -1.47721 0.3 0.1 0.2
H 1.08868 0.37325 -1.98320 -0.4 -0.6 0.1
H 0.75221 -1.20381 2.26085 0.2 0.0 0.2
H -0.90270 -1.73552 1.93207 1.3 1.6 -1.1
H -0.57483 -0.09015 2.37178 -0.3 1.4 0.9
H -1.63322 1.28741 0.78504 -0.6 0.1 0.1
H -1.70826 1.28776 -1.08073 -0.5 -0.3 0.8
H 1.17135 1.29192 1.01674 0.7 0.2 -0.8
H -3.18377 -0.63895 -1.31256 0.0 -0.6 -3.0
H 2.66348 -0.95216 -0.72375 0.1 -0.9 -1.0
H -1.14288 -1.98861 -0.47201 -0.8 -0.3 0.2

31
Properties=species:S:1:pos:R:3:forces:R:3 method="wB97M-V/def2-TZVPD" homo_energy_ha=-0.4614 total_charge=+1 e_lumo_ev=-10.90 total_energy_ha=-5299.25628
Be 2.71825 1.33591 -5.41035 -0.1 -0.1 0.4
B 2.02780 0.40770 -1.11156 0.0 0.3 -0.1
H 1.72781 -0.39992 -1.76117 0.3 -5.2 -2.0
H 1.90517 0.10591 -0.08291 -3.1 -1.6 4.0
H 3.06738 0.60361 -1.32400 4.0 1.4 -3.2
H 1.47964 1.32239 -1.27617 -1.1 5.2 0.9
C -3.11067 0.61330 2.55601 0.8 -0.2 0.7
Cl -3.16772 -1.15627 2.69003 -0.2 0.2 -0.3
Cl -1.81960 1.15033 3.73236 -0.8 0.1 -0.7
Cl -4.67506 1.33613 2.88611 0.3 0.0 0.0
H -2.77614 0.89519 1.55765 -0.1 -0.1 0.3
C 4.47897 -4.01431 2.42251 0.6 -0.1 0.3
Cl 4.86954 -5.05787 3.82585 -0.1 0.4 -0.5
Cl 5.11517 -4.69051 0.87763 -0.6 0.2 0.7
H 3.40028 -3.85985 2.44871 0.2 -0.3 -0.5
H 4.98988 -3.05953 2.54691 -0.1 -0.2 0.1
C -3.49815 -3.85801 -4.44069 0.3 1.0 1.0
Cl -2.36610 -2.73919 -5.20385 0.2 0.4 -0.7
Cl -2.58721 -5.24480 -3.83582 -0.6 -0.3 -0.3
H -3.80152 -3.28439 -3.56488 -0.4 -0.4 -0.1
H -4.34267 -4.01673 -5.11128 0.4 -0.6 0.1
C -6.03378 3.92512 -3.20694 -0.1 0.4 0.2
Cl -4.22489 3.79562 -3.52128 -1.6 0.0 0.4
Cl -6.91297 2.39745 -3.06591 0.4 -0.1 -0.3
H -6.26324 4.41910 -2.26278 0.8 0.0 -0.1
H -6.49333 4.53346 -3.98594 0.4 -0.4 -0.2
C 5.11170 2.92608 4.66801 0.0 0.5 -0.5
Cl 5.33203 1.84055 6.00681 -0.3 -0.4 0.4
Cl 6.68054 3.60960 4.21761 0.1 0.2 -0.3
H 4.71211 2.40794 3.79625 0.1 -0.1 0.2
H 4.45680 3.75605 4.93319 0.1 -0.2 0.1

25
Properties=species:S:1:pos:R:3:forces:R:3 method="wB97M-V/def2-TZVPD" homo_energy_ha=-0.3180 e_lumo_ev=0.52 total_energy_ha=-8867.08660
C -0.86586 -0.81783 0.54396 0.5 0.4 0.3
Br 0.82525 0.05693 0.42142 1.0 0.3 -0.1
Br -1.83388 -0.46067 -1.02208 -0.4 -0.3 -0.4
Br -1.69350 -0.25249 2.14867 -0.7 0.1 0.7
H -0.62003 -1.84875 0.66218 -0.2 -0.6 -0.2
C -0.23641 0.37043 -5.01189 -2.0 -1.2 0.1
S -1.67534 -0.87277 -4.86922 0.4 1.4 0.3
O -2.45381 -0.42285 -3.68194 -0.1 -0.2 0.0
C -2.64199 -0.25706 -6.24884 -0.1 2.8 1.9
H -0.67375 1.36328 -5.24656 0.5 -0.6 0.6
H 0.33012 -0.02989 -5.82452 0.7 0.0 -0.6
H 0.26970 0.19392 -4.05985 0.0 0.6 -0.2
H -2.70087 0.91181 -6.12188 -0.2 -2.3 -0.3
H -3.60506 -0.72673 -6.22627 -0.5 -0.1 0.1
H -2.11921 -0.50972 -7.09981 1.0 -0.4 -2.2
C 1.00414 -0.34897 5.72420 -0.8 1.3 1.8
S 1.39864 1.16155 4.86010 -1.7 -1.0 -2.1
O 1.48791 2.18681 5.86254 0.4 2.1 2.1
C 2.99962 0.66394 4.41552 1.4 -0.7 -0.4
H 0.61836 -1.08694 5.10030 -1.3 -1.0 -1.3
H 0.32211 -0.06089 6.59631 1.0 -0.6 -1.3
H 1.91665 -0.77616 6.03308 1.1 -0.3 1.2
H 3.55585 0.45762 5.33347 0.1 0.2 0.0
H 3.52709 1.41336 3.79458 -0.4 -0.5 0.3
H 2.86428 -0.30790 3.91651 0.3 0.4 -0.3

20
Properties=species:S:1:pos:R:3:forces:R:3 method="wB97M-V/def2-TZVPD" homo_energy_ha=-0.5438 total_charge=+1 e_lumo_ev=-4.37 total_energy_ha=-2826.79290
C 0.39374 -1.77717 -0.73006 0.6 2.8 0.2
C 1.63267 -0.51839 1.03399 2.7 0.9 0.0
C -0.21192 2.06188 0.39471 0.4 -2.3 3.4
C 0.29884 -0.57468 0.23594 -1.1 0.8 1.9
C -0.12865 0.73269 -0.38555 0.6 0.1 0.6
N -0.37446 0.72792 -1.65278 -0.8 1.5 -0.2
Br -3.10893 0.04625 0.01834 0.4 1.1 -2.1
H -0.40175 -1.89983 -1.39534 -1.6 -0.2 -0.9
H 0.42656 -2.58637 -0.11453 0.2 -2.6 1.5
H 1.29206 -1.74392 -1.32195 0.5 0.1 -0.1
H 1.63410 -1.45739 1.56181 0.3 -0.5 0.0
H 1.96307 0.21438 1.89511 -1.5 -0.8 -2.0
H 2.54472 -0.52792 0.30777 -1.6 0.0 1.2
H 0.37158 2.86586 -0.01412 0.3 0.2 -0.3
H 0.19367 1.78204 1.49137 -0.5 0.9 -2.6
H -1.24500 2.39621 0.66330 0.6 -0.5 -0.9
H -0.48778 -0.73431 1.09033 1.0 0.1 -1.7
H -3.53964 -0.55863 1.13326 -0.9 -1.2 2.2
H -0.65661 -0.10273 -2.17929 0.7 0.3 0.2
H -0.59625 1.65411 -2.03231 -0.1 -0.7 -0.4

30
Properties=species:S:1:pos:R:3:forces:R:3 method="wB97M-V/def2-TZVPD" homo_energy_ha=0.0006 total_charge=-2 e_lumo_ev=5.18 total_energy_ha=-4144.09940
Pd -0.99789 1.94058 0.88487 0.3 0.6 0.0
N -0.17656 0.62265 -2.91205 0.1 0.2 -0.2
C -0.34677 0.07851 -1.50028 0.2 0.0 0.1
C -0.04103 -1.41043 -1.49577 0.0 0.0 0.1
P 0.97043 1.10886 -0.63568 0.3 -0.4 -0.3
O 2.20202 0.33115 -1.58287 -0.1 0.0 -0.1
O 1.38751 0.71610 0.74904 -0.2 0.2 -0.1
O 0.93401 2.46985 -1.25640 -0.1 0.1 0.0
P -2.20853 0.35071 -1.34998 -0.1 -0.1 -0.1
O -2.57856 -0.15009 0.11469 0.2 1.0 0.3
O -2.71341 -0.60195 -2.40535 0.0 0.1 0.0
O -2.41375 1.81589 -1.54544 0.0 0.0 0.0
H 0.65457 0.20961 -3.33285 0.0 0.1 0.0
H -0.01258 1.64490 -2.76780 -0.1 -0.2 0.0
H -1.03920 0.41972 -3.43288 0.0 0.0 0.0
H 0.94357 -1.62220 -1.91251 0.1 0.0 0.0
H -0.82507 -1.94928 -2.02815 0.0 0.0 0.0
H -0.04112 -1.74776 -0.46176 0.0 -0.1 0.1
H 3.04260 0.62921 -1.22284 0.0 0.0 0.0
H -2.28110 0.75073 0.67454 -0.5 -1.4 -0.2
Br -0.94403 4.28175 2.17075 -0.1 0.2 0.2
C 1.11891 -1.81443 2.18524 -0.1 -0.2 0.0
C 0.88547 -0.87172 3.35747 0.0 0.1 0.3
C -0.32972 -0.07112 3.21493 0.0 0.1 -0.3
N -1.25858 0.58616 3.04074 -0.1 -0.3 0.3
H 2.03861 -2.37796 2.34837 0.0 -0.1 0.0
H 1.21163 -1.22453 1.27743 0.1 0.0 0.0
H 0.28965 -2.51482 2.07771 0.0 0.0 0.0
H 1.71729 -0.17094 3.44849 0.0 0.0 -0.1
H 0.81162 -1.42914 4.29834 0.0 0.1 0.0

24
Properties=species:S:1:pos:R:3:forces:R:3 method="wB97M-V/def2-TZVPD" homo_energy_ha=-0.3200 e_lumo_ev=0.79 total_energy_ha=-3362.76339 smiles=CO[C@H](Br)[Si](OC)(OC)OC
C 2.07248 2.79305 0.26413 -2.3 0.6 2.8
C -2.52060 0.93007 1.03611 -1.9 -0.4 -3.7
C -0.15637 -0.46601 -2.83069 1.4 -2.6 -0.7
C -0.21608 -3.20611 1.05616 5.2 3.3 -0.3
C 1.14025 0.47213 0.61805 -1.1 0.3 -2.3
O 1.28236 1.66571 -0.09648 -1.8 0.6 -1.2
O -1.93950 0.31811 -0.11603 -0.1 0.4 0.6
O -0.50395 -1.16391 -1.64806 0.0 -1.3 1.1
O -0.73007 -1.90874 0.98195 -1.1 1.2 -0.8
Si -0.72408 -0.71819 -0.12034 3.6 1.1 0.8
Br 2.78205 -0.56991 0.17195 0.1 -0.6 0.1
H 1.83575 3.69144 -0.31013 -0.4 -0.6 -0.7
H 3.06114 2.51878 0.06245 1.9 0.0 0.5
H 1.77307 3.21082 1.35273 1.2 -1.4 -1.9
H -3.53856 0.63545 0.97203 -1.0 -0.6 0.7
H -2.59218 1.96129 0.93340 0.5 2.1 -0.6
H -2.09055 0.74456 1.91593 1.8 -1.3 3.4
H -0.73866 0.41332 -2.72745 0.0 1.4 -1.0
H -0.52023 -1.18078 -3.72272 1.0 2.0 1.8
H 1.01361 -0.36663 -2.78232 -2.3 0.3 -0.7
H 0.97202 -3.14991 1.02594 -2.3 -0.2 -0.3
H -0.54255 -3.82472 0.33837 -1.3 -2.2 -2.6
H -0.39834 -3.51520 1.98829 -1.1 -1.6 3.5
H 1.27899 0.71536 1.63672 -0.2 -0.3 1.5